Record 1
{"formula": "C11H10Br4O4S2V", "method": "ωB97M-V/def2-TZVPD", "multiplicity": 2, "charge": -2, "total_energy_ha": -12762.653110, "e_above_lowest_kj_mol": 105.6, "species": ["V", "Br", "C", "C", "Br", "C", "Br", "C", "O", "C", "O", "C", "Br", "C", "O", "C", "S", "S", "H", "H", "H", "C", "C", "C", "O", "H", "H", "H", "H", "H", "H", "H"], "coordinates": [[0.11323, -1.55539, -0.29732], [-3.51036, -1.77829, 5.75253], [-2.98002, -1.48778, 3.94861], [-3.83835, -0.86956, 3.05820], [-5.56383, -0.29766, 3.61412], [-3.43092, -0.66457, 1.72657], [-4.54386, 0.18562, 0.45058], [-2.17975, -1.07397, 1.29052], [-1.71147, -0.92890, 0.08223], [-1.28384, -1.72280, 2.21122], [-0.14450, -2.06881, 1.71881], [-1.70864, -1.91125, 3.52321], [-0.48051, -2.75583, 4.69649], [-1.75429, -4.25379, -1.67461], [-1.48393, -3.00496, -2.26786], [-0.13340, -2.62105, -2.28216], [1.05214, -3.77422, -2.72722], [0.00605, -0.88572, -2.54222], [-2.84028, -4.33579, -1.61651], [-1.33360, -4.30079, -0.66160], [-1.33436, -5.07529, -2.25949], [4.05930, -1.63543, -1.02949], [3.12323, -1.15499, 0.07887], [3.00566, 0.36741, 0.08189], [1.88625, -1.74483, -0.10242], [5.08665, -1.29024, -0.86797], [3.69451, -1.26877, -1.99069], [4.03941, -2.72412, -1.07010], [3.52855, -1.47522, 1.05415], [2.56881, 0.69145, -0.86540], [3.98324, 0.84256, 0.20710], [2.35011, 0.68645, 0.89531]], "forces_ev_per_a": [[0.2339, -0.4197, -0.4080], [0.0314, 0.0071, -0.0566], [-0.0665, 0.0080, 0.0372], [-0.0476, -0.0208, 0.1181], [0.0435, -0.0070, -0.0282], [0.0997, -0.0100, -0.0819], [0.0309, -0.0157, 0.0042], [-0.0525, -0.0161, 0.0665], [-0.2035, 0.2528, 0.1215], [-0.0700, 0.0485, -0.0847], [-0.0112, -0.1351, -0.1402], [0.0121, -0.0058, 0.0633], [-0.0018, 0.0063, -0.0281], [0.0569, 0.0130, 0.0138], [-0.2108, -0.0221, -0.0781], [-0.1094, 0.3286, 0.3222], [0.1927, -0.2729, -0.0399], [-0.0272, 0.0681, -0.0618], [-0.0266, 0.0085, -0.0115], [-0.0104, -0.0344, -0.0073], [0.0066, -0.0127, 0.0209], [-0.0321, 0.0127, 0.0608], [0.1000, 0.0125, -0.1902], [-0.0383, -0.0550, 0.0319], [0.0783, 0.2254, 0.3921], [-0.0132, 0.0187, 0.0060], [-0.0085, -0.0222, -0.0147], [0.0200, -0.0056, -0.0096], [0.0144, 0.0040, -0.0189], [-0.0077, 0.0050, 0.0015], [0.0129, 0.0055, 0.0148], [0.0044, 0.0301, -0.0150]], "lowdin_spin": [1.44, 0.00, 0.00, 0.00, 0.00, 0.00, 0.00, 0.00, 0.01, 0.00, 0.01, 0.00, 0.00, 0.00, -0.06, -0.19, -0.18, -0.05, 0.00, 0.00, 0.00, 0.00, 0.00, 0.01, 0.00, 0.00, 0.00, 0.00, 0.00, 0.00, 0.00, 0.00]}



Record 2
{"formula": "C8H5N6O4", "method": "ωB97M-V/def2-TZVPD", "charge": -1, "total_energy_ha": -937.129592, "e_above_lowest_kj_mol": 20.7, "species": ["N", "C", "C", "N", "C", "H", "H", "H", "O", "N", "C", "C", "C", "N", "O", "O", "N", "C", "N", "C", "O", "H", "H"], "coordinates": [[3.19212, -0.80970, -0.18447], [2.65822, -2.06701, -0.07876], [1.21690, -1.96547, -0.05433], [0.90982, -0.65307, -0.09786], [2.08761, 0.04044, -0.15506], [3.17507, -3.03249, -0.04792], [0.49996, -2.78788, -0.04386], [2.13842, 1.11768, -0.17911], [-0.37621, -1.34486, -2.30250], [-0.73608, -0.13072, -2.42186], [-1.04278, 0.55955, -1.20093], [-1.01758, -0.23193, -0.02801], [-1.24572, 0.48052, 1.15401], [-1.12668, 0.05965, 2.46241], [-0.93158, -1.07425, 2.86820], [-1.35060, 1.21635, 3.28952], [-1.49770, 2.37636, 2.45914], [-1.39847, 1.90458, 1.18651], [-1.28418, 2.63018, 0.07826], [-1.07012, 1.97794, -1.07949], [-0.83575, 0.45907, -3.52917], [-1.05549, -1.31628, -0.12206], [-0.90918, 2.59134, -1.97265]], "forces_ev_per_a": [[-1.9066, 0.9044, 0.4157], [-2.8961, 0.5208, -0.2271], [2.8758, -0.5606, 0.2393], [0.5547, 0.0625, 0.9372], [0.9398, -2.3849, -0.0997], [0.2402, 0.7651, -0.1084], [0.0791, 0.5038, 0.0333], [0.0491, -0.0402, -0.0483], [-1.2137, 2.7518, -0.8412], [0.2623, -1.2148, -0.8041], [-0.7034, 0.9919, -0.4652], [3.0063, -1.4929, -1.1603], [-0.1190, 1.0210, 3.3941], [-0.7701, 0.6488, -2.7487], [-0.1368, 1.1404, 0.8149], [0.1740, -0.7758, -1.2609], [0.3043, -1.5690, -1.3990], [0.3825, -1.0099, 2.0871], [0.1521, 0.8811, -2.0816], [-0.5288, -0.4518, 0.8672], [0.2828, -0.8073, 1.9071], [-0.9023, 0.3691, 0.2116], [-0.1264, -0.2534, 0.3367]], "lowdin_charge": [-0.01, -0.21, -0.18, -0.04, -0.21, 0.07, 0.09, 0.09, 0.01, -0.31, -0.17, 0.01, -0.10, -0.17, 0.06, -0.01, 0.12, -0.34, 0.09, -0.04, 0.00, 0.12, 0.12]}



Record 3
{"formula": "C4H8N2S", "method": "ωB97M-V/def2-TZVPD", "total_energy_ha": -664.788845, "smiles": "S/N=C\\[C@@H]1CCN1", "e_above_lowest_kj_mol": 377.9, "species": ["S", "N", "C", "C", "C", "C", "N", "H", "H", "H", "H", "H", "H", "H", "H"], "coordinates": [[-0.96647, 1.21209, -1.48303], [-0.14452, -0.23685, -1.74688], [0.46059, -1.03333, -0.99279], [0.74704, -0.96686, 0.53697], [-0.41878, -1.04469, 1.43627], [0.25905, 0.12577, 2.27433], [1.06967, 0.46687, 1.00406], [-0.62337, 1.62407, -0.14665], [0.83361, -1.91275, -1.49970], [1.63135, -1.61970, 0.94877], [-1.40968, -0.65174, 1.08002], [-0.42956, -2.10698, 1.93579], [-0.25693, 1.11157, 2.61936], [0.87284, -0.29035, 3.02090], [2.08174, 0.35697, 1.44103]], "forces_ev_per_a": [[0.7506, 0.1062, 1.7269], [-0.7537, 0.7622, -0.3172], [1.0171, -0.6174, 1.5693], [2.1129, 1.2954, -1.5936], [-1.5218, -0.7304, 2.8622], [-1.3866, 1.7197, -1.8732], [2.7089, -1.9340, 2.5660], [-0.3293, -0.6527, -1.6424], [0.1518, -0.3336, -0.1003], [-1.8262, 0.5989, -1.4088], [0.9884, -0.9652, -0.1321], [-0.7743, 2.2003, -0.6706], [0.3252, -2.2311, -0.2843], [0.7257, -0.2391, 1.1941], [-2.1885, 1.0209, -1.8959]], "lowdin_charge": [0.68, -0.41, -0.23, -0.35, -0.16, -0.18, -0.06, -0.12, 0.09, 0.16, 0.11, 0.14, 0.13, 0.07, 0.13]}



Record 4
{"formula": "C12H9AsIN2O6PdS", "method": "ωB97M-V/def2-TZVPD", "charge": -1, "total_energy_ha": -4083.226585, "e_above_lowest_kj_mol": 186.9, "species": ["Pd", "O", "As", "O", "O", "C", "C", "C", "C", "C", "C", "S", "O", "O", "O", "H", "H", "H", "H", "H", "N", "C", "I", "C", "C", "C", "C", "C", "N", "H", "H", "H", "H"], "coordinates": [[-0.18510, 0.18440, -0.55520], [0.63090, -1.03500, 3.00070], [2.03230, -0.45390, 2.07490], [3.25110, -1.42720, 2.48550], [1.70870, -0.45630, 0.46490], [2.32670, 1.37750, 2.68310], [3.47860, 1.63530, 3.41570], [3.72750, 2.91140, 3.88830], [2.82420, 3.93340, 3.62980], [1.69800, 3.68440, 2.86410], [1.46000, 2.40760, 2.39000], [0.06460, 2.19730, 1.28380], [-0.58590, 0.89780, 1.58300], [-0.80750, 3.31330, 1.54290], [0.63290, 2.19680, -0.07450], [-0.11670, -0.50270, 2.70550], [4.16500, 0.81240, 3.58460], [4.62360, 3.11450, 4.45920], [3.00520, 4.92880, 4.00670], [0.98490, 4.45740, 2.62420], [-2.72870, 1.01160, -2.25540], [-1.84110, 0.66580, -1.60800], [1.29400, -1.17210, -2.53970], [0.57120, -2.39580, -0.89190], [1.32700, -3.35590, -0.28230], [0.80100, -3.90610, 0.89450], [-0.48170, -3.54720, 1.28580], [-1.18970, -2.62650, 0.53280], [-0.64300, -2.00610, -0.53000], [2.31460, -3.60450, -0.63530], [1.40660, -4.56710, 1.49670], [-0.92970, -3.97250, 2.17160], [-2.20650, -2.33130, 0.76210]], "forces_ev_per_a": [[-0.4200, -0.6092, -0.8009], [0.4090, -0.0167, -0.0988], [-0.1078, -0.1911, 1.4600], [0.8720, -0.3293, 0.3637], [-1.5698, 0.5730, -1.9908], [0.0874, -0.6274, -0.1664], [-0.0294, -0.3118, -0.0444], [0.0045, 0.1346, 0.0544], [0.0564, -0.0736, -0.0475], [-0.1019, 0.1699, 0.0681], [-0.3097, 0.0081, -0.3870], [-1.1134, 1.0558, 1.1083], [0.3895, 0.8702, 0.7616], [0.1400, 0.1604, 0.0281], [-0.0944, -0.3002, -0.2274], [-0.2948, 0.2480, -0.0241], [-0.0274, 0.0467, 0.0887], [0.0398, -0.0116, 0.0298], [0.0282, 0.1022, 0.0367], [-0.0202, 0.1178, 0.0166], [-0.3041, -0.0849, -0.1342], [1.6157, -0.0568, 0.9450], [0.3303, -1.2756, -0.0334], [-0.0234, 0.8091, -1.5048], [0.0752, -0.5903, 0.8380], [0.0888, 0.4234, -0.6958], [-0.1650, -0.1292, -0.1157], [0.1936, 0.1654, -0.1924], [0.1278, -0.3565, 0.4431], [0.0406, 0.0582, 0.0214], [-0.0269, -0.0962, -0.0102], [-0.0020, 0.0437, 0.0419], [0.1113, 0.0739, 0.1685]], "lowdin_charge": [0.68, -0.26, 0.83, -0.47, -0.57, -0.23, -0.08, -0.09, -0.08, -0.06, -0.26, 0.47, -0.43, -0.31, -0.38, -0.01, 0.10, 0.10, 0.10, 0.11, -0.05, -0.38, 0.92, -0.72, -0.11, -0.04, -0.06, -0.11, -0.06, 0.11, 0.12, 0.11, 0.12]}